No. 1
{
  "formula": "C25H44MnN4OPSe",
  "method": "ωB97M-V/def2-TZVPD",
  "charge": 1,
  "de_lowest_kj_mol": 0.0,
  "homo_energy_ev": [-11.23, -11.46],
  "energy_ha": -5166.9321,
  "lumo_ev": [-2.84, -3.15],
  "s_squared": 8.758,
  "largest_force_ha_per_bohr": 0.0054,
  "spin_multiplicity": 6,
  "species": ["Mn", "C", "C", "C", "C", "C", "C", "P", "C", "C", "C", "C", "C", "C", "C", "C", "C", "C", "C", "C", "H", "H", "H", "H", "H", "H", "H", "H", "H", "H", "H", "H", "H", "H", "H", "H", "H", "H", "H", "H", "H", "H", "H", "H", "H", "H", "H", "H", "H", "H", "H", "H", "H", "Se", "C", "N", "C", "C", "O", "H", "H", "H", "H", "H", "H", "N", "C", "C", "N", "C", "C", "N", "H", "H", "H", "H", "H"],
  "coordinates": [[1.426, 0.614, 1.492], [-3.816, -2.070, -0.090], [-3.809, -0.579, 0.281], [-2.380, -0.049, 0.462], [-1.447, -0.742, -0.539], [-1.296, -2.218, -0.119], [-2.595, -2.771, 0.493], [0.202, 0.085, -0.699], [-0.039, 1.668, -1.625], [-0.917, 1.584, -2.904], [-2.104, 2.544, -2.851], [-1.670, 3.994, -2.625], [-0.556, 4.099, -1.563], [-0.479, 2.829, -0.723], [1.255, -0.928, -1.829], [1.953, -2.100, -1.131], [3.126, -2.594, -1.989], [2.799, -2.525, -3.491], [1.294, -2.647, -3.704], [0.582, -1.412, -3.133], [-3.810, -2.190, -1.177], [-4.734, -2.542, 0.261], [-4.366, -0.417, 1.207], [-4.322, -0.004, -0.494], [-2.026, -0.279, 1.469], [-2.368, 1.035, 0.368], [-1.926, -0.697, -1.523], [-0.486, -2.307, 0.615], [-0.998, -2.819, -0.980], [-2.586, -2.633, 1.578], [-2.651, -3.846, 0.321], [0.991, 1.902, -1.923], [-1.295, 0.573, -3.063], [-0.301, 1.816, -3.776], [-2.783, 2.229, -2.052], [-2.676, 2.461, -3.777], [-2.538, 4.582, -2.324], [-1.321, 4.422, -3.566], [-0.713, 4.965, -0.919], [0.415, 4.248, -2.044], [-1.454, 2.639, -0.274], [0.230, 2.960, 0.098], [2.039, -0.203, -2.090], [1.239, -2.910, -0.982], [2.306, -1.815, -0.137], [3.362, -3.621, -1.702], [4.018, -1.998, -1.777], [3.340, -3.301, -4.031], [3.135, -1.571, -3.908], [0.933, -3.555, -3.214], [1.045, -2.749, -4.761], [-0.473, -1.642, -2.966], [0.613, -0.606, -3.868], [2.934, 2.663, 1.479], [1.556, 3.650, 2.176], [0.664, 4.228, 2.630], [5.132, -0.419, 2.840], [4.220, -0.890, 1.736], [2.822, -0.866, 2.154], [6.166, -0.434, 2.496], [5.066, -1.078, 3.708], [4.881, 0.598, 3.141], [4.450, -1.904, 1.407], [4.260, -0.230, 0.869], [2.742, -1.335, 2.994], [-2.426, 2.246, 4.987], [-1.762, 1.194, 4.482], [-0.676, 1.390, 3.592], [-0.029, 0.358, 3.082], [-0.412, -0.883, 3.439], [-1.471, -1.053, 4.307], [-2.148, -0.036, 4.822], [-2.136, 3.188, 4.795], [-3.167, 2.082, 5.647], [-0.360, 2.389, 3.313], [0.115, -1.722, 3.004], [-1.791, -2.046, 4.599]],
  "forces_ev_per_angstrom": [[-0.101, 0.117, -0.044], [-0.020, -0.010, -0.001], [-0.029, 0.005, 0.003], [0.034, 0.009, -0.037], [0.147, 0.084, -0.004], [0.041, 0.030, 0.020], [-0.006, -0.053, -0.003], [-0.244, 0.027, -0.033], [-0.015, -0.062, 0.055], [-0.043, -0.093, 0.005], [-0.022, -0.006, -0.002], [0.001, 0.000, -0.006], [0.029, 0.026, 0.027], [0.075, 0.024, 0.012], [-0.051, 0.056, 0.049], [0.049, 0.005, -0.015], [0.022, -0.017, 0.019], [-0.029, 0.008, -0.002], [0.026, 0.004, -0.006], [-0.021, 0.014, 0.015], [0.007, 0.003, -0.001], [0.001, 0.002, -0.006], [-0.002, -0.010, -0.005], [0.012, 0.015, 0.008], [-0.010, 0.027, 0.033], [-0.013, -0.002, -0.033], [0.068, 0.002, -0.009], [0.025, -0.027, -0.013], [-0.028, 0.006, -0.017], [-0.009, 0.017, -0.005], [0.018, -0.001, 0.020], [0.003, -0.002, 0.011], [0.050, 0.034, -0.039], [0.001, 0.018, 0.001], [-0.001, -0.004, 0.009], [-0.002, 0.007, 0.003], [0.007, 0.001, 0.002], [-0.004, -0.010, -0.005], [-0.015, -0.003, -0.006], [-0.003, 0.008, 0.002], [-0.002, -0.005, 0.047], [-0.020, 0.004, -0.049], [0.016, -0.030, -0.005], [-0.008, -0.005, 0.025], [0.001, -0.014, 0.014], [0.012, 0.004, -0.020], [-0.004, 0.003, 0.002], [-0.013, -0.011, 0.000], [0.013, -0.003, 0.002], [-0.021, 0.000, -0.009], [0.027, 0.001, -0.004], [0.010, -0.013, 0.000], [-0.017, -0.006, -0.002], [0.047, -0.084, -0.094], [-0.022, -0.019, 0.097], [-0.023, 0.012, -0.043], [-0.049, 0.005, 0.007], [-0.002, 0.027, -0.045], [0.013, -0.142, 0.086], [0.007, -0.004, -0.017], [0.004, 0.010, 0.007], [0.005, -0.008, 0.014], [0.011, 0.010, -0.006], [0.028, -0.007, -0.017], [-0.026, 0.056, -0.001], [-0.081, 0.066, 0.051], [0.165, -0.190, -0.113], [-0.052, 0.043, 0.014], [0.029, 0.054, 0.049], [-0.030, -0.076, 0.018], [0.111, -0.055, -0.066], [-0.087, 0.173, 0.066], [0.002, 0.004, 0.007], [0.005, 0.006, -0.003], [-0.007, -0.033, -0.010], [-0.006, -0.014, 0.012], [0.016, -0.005, -0.018]]
}

***

No. 2
{
  "formula": "C25H44N2O10S2",
  "method": "ωB97M-V/def2-TZVPD",
  "charge": 0,
  "homo_energy_ev": -8.59,
  "energy_ha": -2637.0688,
  "lumo_ev": -0.07,
  "largest_force_ha_per_bohr": 0.1266,
  "species": ["C", "C", "C", "C", "N", "C", "O", "O", "C", "N", "C", "C", "C", "C", "C", "C", "C", "C", "C", "C", "C", "C", "C", "C", "C", "H", "H", "H", "H", "H", "H", "H", "H", "H", "H", "H", "H", "H", "H", "H", "H", "H", "H", "H", "H", "H", "H", "H", "H", "H", "H", "H", "H", "H", "H", "H", "H", "H", "H", "H", "H", "C", "C", "O", "S", "O", "O", "O", "H", "H", "H", "H", "C", "C", "O", "S", "O", "O", "O", "H", "H", "H", "H"],
  "coordinates": [[1.356, -1.152, 2.267], [1.355, 0.168, 1.909], [0.145, 1.123, 1.971], [-0.006, 2.256, 2.890], [-1.252, 2.826, 2.535], [-1.800, 4.044, 3.201], [-2.193, 4.024, 4.375], [-1.797, 5.127, 2.482], [-1.901, 2.182, 1.492], [-1.029, 1.159, 1.173], [-1.123, 0.132, 0.112], [-2.607, -0.262, -0.290], [-2.456, -1.420, -1.399], [-3.662, -1.475, -2.422], [-3.237, -1.394, -3.944], [-1.916, -2.197, -4.307], [-0.779, -1.102, -4.620], [0.660, -1.767, -4.635], [1.361, -1.778, -3.186], [2.884, -1.331, -3.260], [3.326, -0.293, -2.148], [3.249, 1.226, -2.576], [3.835, 1.547, -4.014], [2.581, 1.567, -5.031], [2.101, 3.055, -5.359], [2.303, -1.680, 2.555], [0.391, -1.729, 2.252], [2.319, 0.585, 1.494], [0.667, 2.649, 3.683], [-2.878, 2.424, 1.022], [-0.561, -0.813, 0.329], [-0.663, 0.578, -0.827], [-3.216, -0.634, 0.588], [-3.147, 0.611, -0.777], [-2.357, -2.381, -0.822], [-1.451, -1.229, -1.880], [-4.293, -2.383, -2.207], [-4.321, -0.573, -2.220], [-4.069, -1.776, -4.598], [-3.077, -0.309, -4.195], [-1.547, -2.890, -3.504], [-2.055, -2.796, -5.260], [-0.897, -0.321, -3.805], [-1.053, -0.592, -5.589], [1.275, -1.217, -5.402], [0.517, -2.829, -5.000], [1.341, -2.869, -2.871], [0.748, -1.226, -2.418], [3.503, -2.268, -3.085], [3.098, -1.018, -4.317], [2.626, -0.430, -1.262], [4.349, -0.583, -1.754], [2.221, 1.682, -2.507], [3.885, 1.801, -1.826], [4.574, 0.755, -4.351], [4.310, 2.563, -4.062], [1.706, 1.076, -4.497], [2.760, 0.937, -5.949], [0.967, 3.027, -5.378], [2.439, 3.299, -6.402], [2.472, 3.803, -4.607], [-2.912, 3.939, 7.745], [-2.373, 5.223, 7.150], [-2.879, 6.263, 7.997], [-2.999, 5.703, 9.506], [-1.840, 6.107, 10.231], [-4.321, 5.949, 9.973], [-2.855, 4.130, 9.164], [-3.956, 3.780, 7.465], [-2.324, 3.070, 7.453], [-2.696, 5.371, 6.122], [-1.281, 5.252, 7.195], [2.706, -5.942, 2.778], [1.342, -6.600, 2.686], [0.579, -5.745, 1.831], [1.564, -5.071, 0.741], [1.485, -5.823, -0.464], [1.375, -3.659, 0.779], [2.962, -5.426, 1.469], [2.694, -5.103, 3.478], [3.485, -6.645, 3.069], [0.862, -6.700, 3.658], [1.407, -7.583, 2.210]],
  "forces_ev_per_angstrom": [[-0.599, 1.122, -0.292], [0.010, -0.681, -0.323], [-0.728, 2.753, 1.676], [-1.362, -2.327, -3.027], [-0.027, -1.029, -0.602], [-1.215, 6.388, -0.279], [0.755, -2.153, -0.612], [0.476, -4.150, 0.717], [3.524, -0.635, 1.829], [0.834, -0.936, 0.382], [-1.524, 0.141, -1.876], [0.349, -0.328, -0.629], [0.044, 0.558, 0.890], [-0.059, 0.425, 0.087], [0.034, -0.712, 0.166], [0.430, 1.190, -0.779], [-0.523, -0.882, 0.567], [-0.727, 0.557, 0.147], [0.006, -1.087, -0.994], [0.009, -0.829, 0.617], [-0.735, -0.107, -0.012], [1.533, 0.681, 0.459], [-1.300, -0.564, -0.679], [-0.159, 0.128, 0.878], [-0.360, -1.230, -0.605], [-1.051, 0.469, -1.006], [1.112, 0.629, 0.817], [-1.106, -0.012, 1.179], [-0.964, -0.320, -0.835], [1.146, -0.179, 0.609], [-0.393, 1.170, 0.334], [-0.369, -0.536, 1.103], [0.726, 0.530, -0.884], [0.671, -0.875, 0.719], [-0.042, 0.778, -0.734], [-1.233, -0.353, 0.161], [0.692, 0.826, -0.337], [0.597, -1.098, -0.186], [0.613, 0.514, 0.761], [-0.153, -1.030, 0.118], [-0.532, 0.647, -0.640], [0.070, 0.528, 1.196], [0.536, -0.689, -0.909], [0.420, -0.559, 0.904], [-0.342, -0.610, 0.907], [0.336, 1.166, 0.321], [0.002, 1.349, -0.040], [0.705, -0.209, -0.843], [-0.669, 1.093, -0.310], [-0.016, 0.021, 1.133], [0.807, 0.074, -0.930], [-1.012, 0.646, -0.678], [0.877, -0.719, -0.025], [-0.831, -0.649, -0.693], [-0.707, 1.017, 0.568], [-0.252, -1.055, 0.201], [1.109, 0.345, -0.639], [-0.079, 0.918, 0.757], [1.302, 0.415, 0.041], [-0.221, 0.197, 1.109], [-0.405, -0.739, -0.799], [-0.375, -0.026, -0.529], [0.495, -0.207, -0.335], [-0.479, -0.363, 0.797], [0.172, -0.144, -0.693], [-0.514, -0.132, 0.104], [0.474, 0.127, 0.074], [0.233, 0.644, 0.214], [0.056, 0.002, -0.038], [0.029, 0.076, 0.220], [-0.041, 0.127, 0.151], [-0.042, -0.053, -0.052], [-0.104, 0.168, 0.571], [0.270, -0.592, -0.045], [0.431, 0.653, -0.153], [0.095, -0.478, 0.286], [0.080, 0.528, 0.203], [-0.125, -0.444, -0.249], [-0.602, -0.110, -0.373], [-0.004, -0.063, 0.018], [0.037, 0.079, -0.253], [-0.144, 0.199, -0.148], [0.032, 0.015, 0.073]]
}

***

No. 3
{
  "formula": "C25H44N3O5",
  "method": "ωB97M-V/def2-TZVPD",
  "charge": -1,
  "homo_energy_ev": -4.17,
  "energy_ha": -1519.2927,
  "lumo_ev": 2.42,
  "largest_force_ha_per_bohr": 0.1247,
  "species": ["C", "C", "C", "N", "C", "C", "O", "C", "C", "O", "N", "C", "C", "C", "C", "C", "C", "C", "C", "C", "C", "C", "O", "C", "C", "O", "O", "H", "H", "H", "H", "H", "H", "H", "H", "H", "H", "H", "H", "H", "H", "H", "H", "H", "H", "H", "H", "H", "H", "H", "H", "H", "H", "H", "H", "H", "H", "H", "H", "H", "H", "H", "H", "H", "H", "H", "N", "C", "C", "C", "C", "C", "H", "H", "H", "H", "H"],
  "coordinates": [[1.745, 0.298, 1.723], [1.862, -1.137, 1.005], [2.636, -1.078, -0.432], [2.283, 0.132, -1.232], [1.252, -0.134, -2.278], [0.111, -1.177, -1.849], [-0.842, -1.228, -2.979], [-1.744, -2.309, -2.826], [-2.080, -3.050, -1.443], [-2.365, -2.687, -3.860], [0.565, 1.133, -2.713], [0.127, 1.956, -1.546], [-0.723, 3.205, -2.159], [-2.259, 3.230, -1.695], [-3.299, 2.636, -2.777], [-3.621, 1.070, -2.607], [-4.845, 0.735, -1.618], [-4.442, -0.148, -0.324], [-3.143, 0.375, 0.458], [-2.759, -0.478, 1.766], [-3.776, -0.098, 2.965], [-2.910, 0.150, 4.312], [-2.631, 1.547, 4.575], [-1.283, 1.906, 4.178], [1.917, -0.737, -3.645], [2.560, -1.849, -3.590], [1.779, -0.097, -4.881], [2.190, 0.244, 2.781], [0.633, 0.603, 1.845], [2.268, 1.139, 1.145], [0.787, -1.546, 0.901], [2.420, -1.860, 1.717], [3.755, -0.957, -0.146], [2.566, -2.070, -0.994], [3.152, 0.386, -1.742], [0.549, -2.248, -1.790], [-0.402, -0.941, -0.853], [-2.477, -2.225, -0.732], [-1.120, -3.439, -0.952], [-2.832, -3.892, -1.609], [1.234, 1.737, -3.232], [1.047, 2.406, -0.998], [-0.463, 1.388, -0.751], [-0.234, 4.156, -1.706], [-0.569, 3.305, -3.295], [-2.381, 2.776, -0.642], [-2.543, 4.348, -1.569], [-2.845, 2.791, -3.825], [-4.261, 3.283, -2.770], [-2.672, 0.460, -2.355], [-3.939, 0.690, -3.655], [-5.603, 0.086, -2.208], [-5.428, 1.661, -1.261], [-5.331, -0.042, 0.415], [-4.410, -1.274, -0.582], [-2.257, 0.317, -0.261], [-3.338, 1.452, 0.783], [-1.716, -0.095, 2.102], [-2.638, -1.599, 1.582], [-4.346, 0.851, 2.627], [-4.491, -1.003, 3.076], [-1.916, -0.427, 4.219], [-3.460, -0.278, 5.231], [-0.480, 1.165, 4.513], [-1.019, 2.926, 4.650], [-1.173, 2.052, 3.041], [5.799, -1.165, 2.381], [6.141, -2.462, 2.442], [7.368, -2.956, 2.032], [8.300, -2.061, 1.525], [7.973, -0.715, 1.450], [6.719, -0.320, 1.889], [5.378, -3.122, 2.841], [7.591, -4.013, 2.106], [9.272, -2.410, 1.193], [8.675, 0.010, 1.059], [6.418, 0.722, 1.853]],
  "forces_ev_per_angstrom": [[-0.249, 0.056, 0.399], [-0.245, 0.086, -0.057], [1.077, -0.190, 1.632], [0.136, -1.633, -0.435], [-0.736, 0.330, -2.167], [1.007, -0.608, -0.094], [-1.214, -2.361, 2.379], [-1.648, -0.857, -3.536], [0.952, 1.317, 0.260], [2.110, 1.481, 3.769], [0.512, -0.123, 1.990], [0.400, 1.540, -0.487], [0.490, 0.371, 1.403], [-0.333, 1.116, -0.522], [0.408, -0.085, 0.082], [-0.500, 0.022, -0.959], [-0.034, -0.933, 0.125], [-0.884, 0.424, 0.728], [-0.001, -1.209, -0.460], [0.294, 1.558, 0.097], [0.856, -0.756, -0.418], [-0.636, -0.899, 0.012], [1.318, -0.967, -0.566], [0.682, 1.137, -0.328], [0.963, -0.430, -5.654], [-1.626, 2.475, 1.338], [0.234, -1.669, 6.186], [-0.606, 0.131, -1.529], [1.799, -0.426, -0.275], [-0.745, -1.359, 0.716], [1.701, 0.472, -0.012], [-0.807, 1.082, -1.304], [-1.737, -0.217, -0.451], [-0.036, 1.403, 0.630], [-0.955, -0.186, 0.336], [-0.336, 1.964, 0.077], [0.553, -0.022, -1.429], [0.464, -1.500, -1.066], [-1.409, 0.428, -0.757], [1.110, 1.437, 0.044], [-0.592, -1.130, 0.076], [-1.469, -0.760, -0.616], [0.651, 0.573, -1.296], [-0.824, -1.405, -0.720], [-0.477, -0.481, 1.703], [0.211, 0.510, -1.771], [0.423, -1.720, -0.163], [-0.559, -0.233, 1.611], [1.351, -1.291, 0.129], [-1.466, 1.167, -0.333], [0.587, 0.563, 1.687], [1.120, 1.132, 0.974], [1.106, -1.158, -0.602], [1.305, -0.306, -1.095], [0.287, 1.821, 0.311], [-1.156, 0.380, 0.942], [0.458, -1.365, -0.504], [-1.548, -0.704, -0.678], [-0.434, 1.501, 0.174], [0.799, -1.576, 0.949], [0.912, 1.728, 0.142], [-1.500, 0.778, 0.142], [0.712, 0.821, -1.338], [-1.237, 0.747, -0.334], [-0.636, -1.630, -0.618], [-0.306, -0.363, 1.542], [0.625, -0.238, -0.175], [-0.290, 0.546, 0.025], [0.090, 0.101, -0.043], [0.080, -0.019, -0.019], [0.032, -0.157, 0.025], [-0.513, -0.225, 0.233], [0.052, -0.025, -0.029], [-0.043, 0.048, -0.009], [-0.067, 0.020, 0.011], [-0.063, -0.019, 0.013], [0.047, -0.029, -0.039]]
}